No. 1
Computed, not measured: the molecule C6H11O, with ωB97M-V/def2-TZVPD.

Values from the calculation:
HOMO energy (alpha / beta) in eV: -9.5 / -9.5
E_LUMO (alpha / beta) in eV: 0.984 / -1.427
⟨S²⟩: 0.75

The geometry in ORCA input format:
```
! wB97M-V def2-TZVPD RIJCOSX def2/J DEFGRID3
* xyz 0 2
C 1.212 1.597 1.230
O 1.367 1.498 2.562
C 0.164 0.555 0.754
C 0.183 0.222 -0.744
C -0.672 -0.994 -1.062
C -0.799 -2.054 -0.272
C -1.430 -0.939 -2.369
H 2.125 1.527 0.620
H 0.779 2.576 0.954
H -0.867 0.783 1.046
H 0.278 -0.356 1.346
H 1.231 0.060 -1.007
H -0.214 1.081 -1.286
H -1.230 -2.975 -0.652
H -0.160 -2.223 0.588
H -1.804 0.072 -2.548
H -2.250 -1.648 -2.441
H -0.765 -1.162 -3.211
*
```

Here is what Löwdin gives for the atomic charges, in e: atom 1 (C): -0.336, atom 2 (O): 0.038, atom 3 (C): -0.188, atom 4 (C): -0.167, atom 5 (C): -0.358, atom 6 (C): 0.032, atom 7 (C): -0.071, atom 8 (H): 0.109, atom 9 (H): 0.141, atom 10 (H): 0.124, atom 11 (H): 0.091, atom 12 (H): 0.121, atom 13 (H): 0.110, atom 14 (H): 0.064, atom 15 (H): 0.058, atom 16 (H): 0.072, atom 17 (H): 0.074, atom 18 (H): 0.084

***

No. 2
Computed, not measured: a structure of composition C53H43BrFN3O2Pt, with ωB97M-V/def2-TZVPD.

Values from the calculation:
HOMO energy (alpha / beta) in eV: -6.8 / -8.5
E_LUMO (alpha / beta) in eV: 0.271 / -1.697
⟨S²⟩: 6.06

The geometry in ORCA input format:
```
! wB97M-V def2-TZVPD RIJCOSX def2/J DEFGRID3
* xyz 0 5
Pt -0.369 -0.833 0.672
O -0.737 1.100 1.549
C -0.141 1.549 2.682
C 0.395 0.363 3.573
C 1.659 -0.176 2.985
C 2.905 0.215 3.469
C 4.045 -0.222 2.820
C 3.925 -1.044 1.714
C 2.656 -1.426 1.295
C 2.447 -2.229 0.055
C 2.192 -1.204 -1.118
O 1.235 -0.322 -0.749
C 3.497 -0.471 -1.472
C 3.424 0.877 -1.795
C 4.559 1.581 -2.152
C 5.789 0.946 -2.192
C 5.867 -0.405 -1.903
C 4.729 -1.110 -1.550
C 1.784 -1.900 -2.425
C 2.241 -3.143 -2.838
C 1.823 -3.669 -4.051
C 0.934 -2.973 -4.853
C 0.464 -1.737 -4.439
C 0.904 -1.201 -3.245
N 1.570 -0.996 1.940
C 1.074 2.446 2.437
C 1.879 2.256 1.321
C 3.049 2.979 1.172
C 3.418 3.905 2.131
C 2.603 4.121 3.230
C 1.443 3.387 3.391
C -1.244 2.354 3.380
C -1.985 1.916 4.467
C -3.053 2.669 4.933
C -3.405 3.853 4.311
C -2.668 4.296 3.224
C -1.603 3.549 2.762
H 0.582 0.728 4.583
H -0.379 -0.409 3.567
H 2.975 0.862 4.327
H 5.019 0.086 3.170
H 4.803 -1.373 1.182
H 3.299 -2.873 -0.149
H 1.541 -2.833 0.141
H 2.463 1.366 -1.752
H 4.487 2.628 -2.404
H 6.680 1.499 -2.449
H 6.820 -0.916 -1.955
H 4.829 -2.165 -1.337
H 2.920 -3.716 -2.226
H 2.197 -4.630 -4.374
H 0.610 -3.386 -5.800
H -0.248 -1.193 -5.046
H 0.562 -0.233 -2.912
H 1.596 1.526 0.576
H 3.686 2.803 0.317
H 4.344 4.454 2.030
H 2.881 4.855 3.973
H 0.819 3.558 4.258
H -1.761 0.980 4.954
H -3.622 2.318 5.783
H -4.260 4.417 4.656
H -2.931 5.221 2.731
H -1.045 3.879 1.898
N -2.054 -3.813 -2.387
C -1.100 -3.120 -1.723
N -1.553 -2.026 -1.179
C -2.896 -1.979 -1.478
C -3.877 -1.042 -1.159
C -5.157 -1.287 -1.613
C -5.477 -2.426 -2.358
C -4.518 -3.361 -2.688
C -3.227 -3.115 -2.249
H -1.919 -4.664 -2.906
H -0.082 -3.453 -1.677
H -3.642 -0.162 -0.579
H -5.948 -0.592 -1.377
H -6.495 -2.575 -2.687
H -4.760 -4.245 -3.255
Br -3.227 -5.356 4.861
C -2.523 -4.150 3.547
C -1.401 -4.513 2.828
C -0.855 -3.597 1.942
C -1.427 -2.345 1.728
C -2.596 -2.041 2.424
C -3.132 -2.926 3.351
H -0.949 -5.487 2.957
H 0.042 -3.892 1.413
H -3.101 -1.097 2.264
H -4.013 -2.667 3.917
F -3.387 4.474 -5.613
C -2.877 3.767 -4.579
C -3.236 2.431 -4.429
C -2.712 1.709 -3.387
C -1.805 2.298 -2.459
C -1.245 1.589 -1.420
C -1.487 3.676 -2.651
C -2.012 4.397 -3.692
H -3.921 1.987 -5.134
H -2.988 0.672 -3.257
H -1.453 0.542 -1.258
H -0.577 2.061 -0.725
H -0.811 4.145 -1.953
H -1.767 5.438 -3.833
*
```

These are the Löwdin partial charges, in e, on atoms 1 to 99: atom 1 (Pt): 1.353, atom 2 (O): -0.214, atom 3 (C): -0.496, atom 4 (C): -0.040, atom 5 (C): -0.258, atom 6 (C): -0.005, atom 7 (C): -0.024, atom 8 (C): 0.009, atom 9 (C): -0.242, atom 10 (C): -0.051, atom 11 (C): -0.502, atom 12 (O): -0.270, atom 13 (C): -0.132, atom 14 (C): -0.023, atom 15 (C): -0.080, atom 16 (C): -0.091, atom 17 (C): -0.080, atom 18 (C): -0.049, atom 19 (C): -0.163, atom 20 (C): -0.050, atom 21 (C): -0.088, atom 22 (C): -0.097, atom 23 (C): -0.070, atom 24 (C): -0.029, atom 25 (N): 0.093, atom 26 (C): -0.174, atom 27 (C): -0.024, atom 28 (C): -0.062, atom 29 (C): -0.088, atom 30 (C): -0.077, atom 31 (C): -0.034, atom 32 (C): -0.159, atom 33 (C): -0.027, atom 34 (C): -0.084, atom 35 (C): -0.095, atom 36 (C): -0.072, atom 37 (C): -0.028, atom 38 (H): 0.130, atom 39 (H): 0.110, atom 40 (H): 0.122, atom 41 (H): 0.115, atom 42 (H): 0.111, atom 43 (H): 0.107, atom 44 (H): 0.092, atom 45 (H): 0.115, atom 46 (H): 0.105, atom 47 (H): 0.100, atom 48 (H): 0.103, atom 49 (H): 0.106, atom 50 (H): 0.108, atom 51 (H): 0.100, atom 52 (H): 0.099, atom 53 (H): 0.106, atom 54 (H): 0.109, atom 55 (H): 0.086, atom 56 (H): 0.090, atom 57 (H): 0.099, atom 58 (H): 0.101, atom 59 (H): 0.123, atom 60 (H): 0.107, atom 61 (H): 0.101, atom 62 (H): 0.100, atom 63 (H): 0.103, atom 64 (H): 0.124, atom 65 (N): 0.151, atom 66 (C): -0.150, atom 67 (N): 0.049, atom 68 (C): -0.230, atom 69 (C): -0.026, atom 70 (C): -0.084, atom 71 (C): -0.089, atom 72 (C): -0.018, atom 73 (C): -0.189, atom 74 (H): 0.164, atom 75 (H): 0.119, atom 76 (H): 0.110, atom 77 (H): 0.104, atom 78 (H): 0.102, atom 79 (H): 0.108, atom 80 (Br): 0.694, atom 81 (C): -0.684, atom 82 (C): -0.139, atom 83 (C): -0.133, atom 84 (C): -0.287, atom 85 (C): -0.127, atom 86 (C): -0.135, atom 87 (H): 0.099, atom 88 (H): 0.079, atom 89 (H): 0.096, atom 90 (H): 0.099, atom 91 (F): 0.049, atom 92 (C): -0.274, atom 93 (C): -0.015, atom 94 (C): -0.027, atom 95 (C): -0.294, atom 96 (C): 0.071, atom 97 (C): -0.029, atom 98 (C): -0.017, atom 99 (H): 0.116

***

No. 3
Computed, not measured: the molecule C4H6N4, with ωB97M-V/def2-TZVPD.

Values from the calculation:
HOMO energy in eV: -8.3
SMILES string: NN1C=CC=NN=C1
E_LUMO in eV: 0.498

The geometry in ORCA input format:
```
! wB97M-V def2-TZVPD RIJCOSX def2/J DEFGRID3
* xyz 0 1
C 0.176 0.990 -0.019
C -1.188 1.096 -0.349
C -2.210 0.212 0.237
C 0.297 -1.320 -0.221
H 2.567 -0.546 1.104
H 2.790 -0.249 -0.692
H 0.858 1.912 -0.058
H -1.485 2.061 -0.693
H -3.049 0.758 0.733
H 1.039 -2.009 -0.714
N 2.221 -0.058 0.234
N 0.840 -0.162 0.303
N -1.934 -1.025 0.412
N -0.923 -1.661 -0.278
*
```

Here is what Löwdin gives for the atomic charges, in e: atom 1 (C): -0.080, atom 2 (C): -0.081, atom 3 (C): -0.170, atom 4 (C): -0.194, atom 5 (H): 0.114, atom 6 (H): 0.147, atom 7 (H): 0.139, atom 8 (H): 0.065, atom 9 (H): 0.117, atom 10 (H): 0.134, atom 11 (N): -0.002, atom 12 (N): -0.212, atom 13 (N): -0.007, atom 14 (N): 0.031

***

No. 4
Computed, not measured: a cluster of 2 separate species, C4H11NO in total, with ωB97M-V/def2-TZVPD.

Values from the calculation:
HOMO energy in eV: -8.8
SMILES string: C=CCNC.O
E_LUMO in eV: 0.990

The geometry in ORCA input format:
```
! wB97M-V def2-TZVPD RIJCOSX def2/J DEFGRID3
* xyz 0 1
C -0.690 1.918 0.730
N -0.561 0.510 1.095
C -1.127 -0.473 0.159
C -0.025 -2.208 -1.162
C -0.129 -0.916 -0.863
H -1.505 2.338 1.314
H -0.888 2.025 -0.337
H 0.271 2.430 0.822
H -0.806 0.301 2.045
H -1.625 -1.253 0.722
H -1.919 0.057 -0.411
H 0.703 -2.489 -1.912
H -0.642 -2.948 -0.676
H 0.498 -0.166 -1.307
H 3.555 0.635 -0.109
H 2.071 0.203 0.232
O 2.821 0.035 -0.344
*
```

Here is what Löwdin gives for the atomic charges, in e: atom 1 (C): -0.126, atom 2 (N): -0.143, atom 3 (C): -0.254, atom 4 (C): 0.007, atom 5 (C): -0.188, atom 6 (H): 0.075, atom 7 (H): 0.076, atom 8 (H): 0.067, atom 9 (H): 0.091, atom 10 (H): 0.112, atom 11 (H): 0.112, atom 12 (H): 0.054, atom 13 (H): 0.054, atom 14 (H): 0.087, atom 15 (H): 0.048, atom 16 (H): 0.001, atom 17 (O): -0.074

***

no.,largest force on an atom (eV Å⁻¹)
1,1.5
2,2.6
3,3.7
4,2.1